*A*
DFT (the ωB97M-V functional and the def2-TZVPD basis) results for an isolated molecule of C10H13N3.

Last columns: bonded neighbours and bond lengths (Å).
Cartesian coordinates (Å):
1 C 1.77707 1.04920 1.37637  C2 1.652, H14 1.097, H15 1.151, H16 1.109
2 C 1.00213 1.91963 0.20593  C1 1.652, C3 1.564, H17 1.120, H18 1.067
3 C 0.47100 0.93985 -0.89075  C2 1.564, N4 1.552, C13 1.565, H19 1.189
4 N 1.61652 -0.08676 -1.09469  C3 1.552, C5 1.426, H20 1.095
5 C 1.33229 -1.29487 -0.39272  N4 1.426, N6 1.364, N7 1.295
6 N 2.46660 -2.04911 -0.31812  C5 1.364, H21 0.966, H22 0.976
7 N 0.28021 -1.82177 0.14721  C5 1.295, C8 1.435
8 C -0.92113 -1.07689 -0.10235  N7 1.435, C9 1.476, C13 1.384
9 C -2.18607 -1.64423 0.40563  C8 1.476, C10 1.413, H23 1.067
10 C -3.37274 -0.89630 0.23670  C9 1.413, C11 1.380, H24 1.054
11 C -3.18635 0.38944 -0.22876  C10 1.380, C12 1.337, H25 1.085
12 C -2.03821 0.94462 -0.62909  C11 1.337, C13 1.361, H26 1.110
13 C -0.88266 0.23019 -0.55602  C3 1.565, C8 1.384, C12 1.361
14 H 2.27352 0.12526 1.05545  C1 1.097
15 H 2.59859 1.55780 2.00184  C1 1.151
16 H 1.07385 0.66575 2.14310  C1 1.109
17 H 0.15563 2.46475 0.69614  C2 1.120
18 H 1.57292 2.68051 -0.27752  C2 1.067
19 H 0.27237 1.41720 -1.96103  C3 1.189
20 H 2.59039 0.32664 -0.81269  N4 1.095
21 H 3.21347 -1.68611 -0.81232  N6 0.966
22 H 2.49302 -3.00510 -0.12273  N6 0.976
23 H -2.35326 -2.63524 0.76308  C9 1.067
24 H -4.21755 -1.49025 0.44659  C10 1.054
25 H -4.08792 0.99194 -0.27180  C11 1.085
26 H -1.94369 1.98384 -1.00746  C12 1.110

Calculated values
* HOMO-LUMO gap: 0.31257 hartree
* highest occupied orbital energy: -7.67 eV

*B*
DFT (the ωB97M-V functional and the def2-TZVPD basis) results for a cluster of 2 separate species, C10H13N3 in total.

Last columns: bonded neighbours and bond lengths (Å).
Cartesian coordinates (Å):
1 C -0.07096 2.13975 0.35138  C10 1.413, N11 1.159
2 C -3.27417 -0.77956 1.02185  C3 1.401, C4 1.402, H14 1.011
3 C -1.90921 -0.73374 0.71050  C2 1.401, C6 1.370, H15 1.062
4 C -4.10789 0.00925 0.21698  C2 1.402, N12 1.322, H16 1.087
5 C -2.45886 1.02041 -0.86209  C6 1.391, N12 1.285, H17 1.119
6 C -1.53459 0.27443 -0.13785  C3 1.370, C5 1.391
7 C 0.77477 1.63000 -1.85474  C10 1.501, H18 1.087, H19 1.122, H20 1.125
8 C 1.68768 -1.05456 -0.14553  N13 1.456, H21 1.084, H22 1.105, H23 1.114
9 C 1.88983 0.50641 1.63740  N13 1.449, H24 1.065, H25 1.175, H26 1.108
10 C 0.70283 1.23452 -0.40897  C1 1.413, C7 1.501, N13 1.379
11 N -0.60666 3.05542 0.81757  C1 1.159
12 N -3.71824 0.77649 -0.78598  C4 1.322, C5 1.285
13 N 1.52036 0.33798 0.24696  C8 1.456, C9 1.449, C10 1.379
14 H -3.58229 -1.36490 1.78668  C2 1.011
15 H -1.34817 -1.52204 1.14940  C3 1.062
16 H -5.18144 -0.04212 0.38210  C4 1.087
17 H -2.05114 1.78760 -1.56689  C5 1.119
18 H 1.66213 2.19112 -2.13511  C7 1.087
19 H -0.13914 2.16225 -2.22800  C7 1.122
20 H 0.88643 0.64973 -2.39503  C7 1.125
21 H 1.64278 -1.08927 -1.22831  C8 1.084
22 H 2.74803 -1.35544 -0.06284  C8 1.105
23 H 0.96903 -1.67272 0.43924  C8 1.114
24 H 1.25912 1.02781 2.31858  C9 1.065
25 H 2.14876 -0.56994 2.03194  C9 1.175
26 H 2.80088 1.12981 1.54509  C9 1.108

Calculated values
* HOMO-LUMO gap (spin up / spin down): 0.28134 / 0.27264 hartree
* highest occupied orbital energy (spin up / spin down): -7.83 / -7.57 eV

Relative energies, hartree: *A* 0.0000; *B* 0.1431.

*A*
DFT (the ωB97M-V functional and the def2-TZVPD basis) results for a cluster of 2 separate species, C5H8N2O2S in total.

Last columns: bonded neighbours and bond lengths (Å).
Cartesian coordinates (Å):
1 C -0.41643 0.55727 1.29636  C2 1.381, C3 1.394, H11 1.070
2 C -0.98477 -0.54349 1.90665  C1 1.381, N7 1.350, H12 1.074
3 C -0.60611 0.29264 -0.05956  C1 1.394, N6 1.303
4 C -2.14458 -2.60155 1.07979  N7 1.433, H13 1.093, H14 1.090, H15 1.088
5 C 2.82896 1.56701 -1.61151  O9 1.407, H16 1.090, H17 1.094, H18 1.096
6 N -1.21009 -0.84024 -0.28178  C3 1.303, N7 1.343
7 N -1.44584 -1.35860 0.93492  C2 1.350, C4 1.433, N6 1.343
8 O 0.50544 3.15095 -2.09994  S10 1.450
9 O 1.86630 1.07083 -2.50986  C5 1.407, S10 1.650
10 S 0.37497 1.77682 -2.54378  O8 1.450, O9 1.650
11 H 0.04576 1.40757 1.75348  C1 1.070
12 H -1.07796 -0.79421 2.94678  C2 1.074
13 H -3.19053 -2.48543 0.78579  C4 1.093
14 H -1.68821 -3.35505 0.43737  C4 1.090
15 H -2.09792 -2.92493 2.11716  C4 1.088
16 H 3.80624 1.48790 -2.08798  C5 1.090
17 H 2.81399 0.97673 -0.69102  C5 1.094
18 H 2.62078 2.61579 -1.37288  C5 1.096

Calculated values
* HOMO-LUMO gap (spin up / spin down): 0.33342 / 0.28656 hartree
* highest occupied orbital energy (spin up / spin down): -9.42 / -8.24 eV

*B*
DFT (the ωB97M-V functional and the def2-TZVPD basis) results for a cluster of 2 separate species, C5H8N2O2S in total.

Last columns: bonded neighbours and bond lengths (Å).
Cartesian coordinates (Å):
1 C -2.22450 0.70249 0.98681  C2 1.487, H7 1.130, H8 1.055, H9 1.064
2 C -1.35950 0.47207 -0.20099  C1 1.487, C3 1.502, N4 1.337
3 C -1.84941 -0.39275 -1.32700  C2 1.502, H10 1.051, H11 1.165, H12 1.158
4 N -0.06696 0.81082 -0.14766  C2 1.337, C5 1.260
5 C 0.80399 0.49696 0.70649  N4 1.260, O6 1.216, H13 1.163
6 O 0.56390 -0.12165 1.72591  C5 1.216
7 H -1.44859 0.84106 1.79587  C1 1.130
8 H -2.85253 -0.09210 1.28258  C1 1.055
9 H -2.62303 1.66475 0.77023  C1 1.064
10 H -1.15502 -0.70940 -2.04944  C3 1.051
11 H -2.49593 -1.26201 -0.89824  C3 1.165
12 H -2.52088 0.28586 -1.98315  C3 1.158
13 H 1.84079 1.00833 0.57767  C5 1.163
14 O 3.99066 0.10431 -0.84083  N15 1.402, H18 0.960
15 N 2.79731 -0.48767 -0.40322  O14 1.402, C16 1.262
16 C 2.82740 -1.64788 0.09135  N15 1.262, S17 1.583
17 S 1.87009 -2.73325 0.73392  C16 1.583
18 H 3.90219 1.06008 -0.82029  O14 0.960

Calculated values
* HOMO-LUMO gap: 0.28796 hartree
* highest occupied orbital energy: -8.66 eV

Relative energies, hartree: *A* 0.0000; *B* 0.0477.